C5H14S | ωB97M-V/def2-TZVPD

```
20
Properties=species:S:1:pos:R:3:forces:R:3
S 2.2418 0.4717 1.9040 0.2209 0.0504 0.0496
C -1.7885 -2.2356 -0.6691 -0.3625 -0.2743 -0.0836
C 3.4801 0.2795 0.5870 -0.3173 -0.1251 0.3453
C -2.1091 -0.8028 -0.2795 -0.4656 0.2188 0.4269
C -2.3373 0.1173 -1.4879 0.3129 -0.3347 0.0116
C 1.6026 2.1117 1.5274 -0.3628 0.1759 -0.1601
H 3.9471 1.2390 0.3834 -0.0001 0.0161 -0.1337
H -3.0143 -0.7775 0.3307 -0.1376 -0.1899 -0.0041
H 0.8107 2.0811 0.7731 0.1686 0.0078 0.0388
H -1.3702 -0.4101 0.4217 0.3867 0.0163 -0.3631
H 3.0442 -0.1691 -0.3012 0.0173 0.1849 -0.1510
H -2.6540 -2.7482 -1.1011 -0.0680 0.1872 -0.0183
H -1.4813 -2.8511 0.1755 0.1656 0.1021 0.0532
H 4.2347 -0.3943 0.9764 0.1322 -0.1009 0.0198
H -3.3967 0.2444 -1.6894 -0.1000 0.0836 -0.0614
H 2.3959 2.7758 1.1957 0.1317 -0.0261 -0.0755
H -1.8874 -0.3174 -2.3815 0.0213 0.0081 -0.0658
H 1.1865 2.5536 2.4326 -0.0148 -0.1924 0.0568
H -1.0250 -2.2594 -1.4401 0.3379 -0.0440 0.0206
H -1.8798 1.0916 -1.3578 -0.0664 0.2363 0.0941
```
Forces are in eV/Å.

Properties
- SMILES: CCC.CSC
- ΔE to the lowest compared entry with this formula, charge and spin: 7.6 kcal per mole
- Frontier orbital gap: 9.46 eV



C16H30Cl6N2O3 | ωB97M-V/def2-TZVPD

```
57
Properties=species:S:1:pos:R:3:forces:R:3
Cl -0.0749 -0.0669 6.1002 -0.1182 0.0058 -0.0534
Cl 1.0246 3.6561 -3.1067 0.1657 0.1580 0.1491
Cl 2.1745 4.6457 -0.0444 0.0176 -0.0452 -0.0256
Cl 1.5035 -0.5733 3.1117 0.6272 -0.1327 0.4177
Cl 5.9273 -4.6410 4.0799 -0.0071 0.0437 0.0189
Cl 4.1589 -1.8413 4.9247 0.5651 -0.2899 -0.0658
O -3.4069 0.8001 1.6840 6.0551 -3.6104 -4.2694
O -0.1727 1.4954 -7.4889 -1.9121 -6.1262 6.7178
O -1.1422 -0.6172 -6.4172 1.1590 3.6974 0.8391
N 0.2018 -1.2322 -3.4937 -0.8625 1.1346 2.0142
N -2.5720 -0.0087 -0.4822 1.4426 -0.9162 1.2436
C 0.1683 4.6682 -1.9164 -0.1655 0.2670 0.2135
C -0.7204 -0.0980 -3.8767 0.1876 0.7140 -3.1673
C -4.5120 -1.8069 -0.2110 0.7505 -0.6413 0.0420
C -0.4078 0.6677 -6.4488 1.2535 2.1515 -2.7059
C -1.4274 0.8327 -2.7320 -0.2378 0.5779 -0.0176
C 3.5181 -3.4902 4.7134 -0.1555 -0.3452 -0.0502
C 4.5107 -4.5540 5.1553 -0.2097 0.0211 0.1873
C -1.2579 0.3096 -1.1905 0.5687 0.7129 0.7293
C 2.0225 0.5100 4.4275 0.2174 0.2143 0.3106
C 1.1160 5.5684 -1.1393 -0.1987 0.1718 -0.1791
C 0.1084 0.9110 -4.9112 0.1394 0.4695 -0.4034
C -2.3890 0.2280 1.0011 -4.4766 2.5339 3.5990
C 1.6801 -0.0475 5.8002 0.1818 -0.0238 -0.0132
C -1.0275 -0.1218 1.8730 0.0224 1.1812 -0.5633
C -2.9788 -1.4627 -0.7686 -1.3630 -0.2341 -0.5955
C -1.6661 -0.8197 -5.0356 -0.3677 -0.8598 0.4846
H 2.6084 -3.5556 5.3182 0.1680 -0.0282 -0.0349
H 1.7504 6.1576 -1.8089 -0.1100 -0.2365 0.1111
H -0.5481 5.2771 -2.4766 0.1862 -0.0437 0.0929
H -0.7439 1.1951 -0.5765 -1.1467 -1.9233 -1.4170
H -5.3370 -1.4288 -0.9781 1.8898 -0.8141 1.7911
H 3.1066 0.6257 4.3325 -0.2283 -0.0738 0.0621
H -2.1907 -2.2463 -0.3941 -1.3528 1.4521 -0.4165
H 1.5605 1.4885 4.2634 -0.0333 -0.2680 0.0342
H -0.8603 -1.2721 2.0104 -0.5364 2.2267 -0.3514
H -0.5644 -0.6208 -1.0460 -0.9352 1.6642 -0.6805
H 0.5428 6.2614 -0.5168 0.0138 -0.1742 -0.1016
H -2.5678 1.0445 -3.0145 2.3972 -0.7248 0.8122
H 2.0576 -1.0673 5.9255 -0.2789 0.4162 -0.0857
H -2.7650 -0.4164 -5.0354 2.0030 -0.9235 0.1200
H -0.0560 0.3390 1.3555 -2.3813 -1.1755 0.8838
H -0.4088 -1.9833 -3.0540 1.0732 1.1847 -0.5789
H -3.0419 -1.5913 -1.9438 0.3228 0.4432 2.3276
H -4.7011 -1.3746 0.8635 0.4218 -0.6469 -2.2489
H 0.8236 -0.8724 -2.7085 -0.8765 -0.7602 -1.2506
H 4.0345 -5.5383 5.1326 0.0006 0.1941 -0.0599
H 1.2416 0.6447 -4.7574 -2.1088 0.6248 -0.8154
H -0.3950 4.0063 -1.2512 0.2021 0.1018 -0.0934
H 3.2373 -3.6128 3.6626 0.1626 0.0860 0.2123
H -4.5384 -2.9899 -0.1053 -0.2066 2.4904 -0.3911
H -0.9050 1.9040 -2.7945 -1.1404 -2.5319 0.1922
H -1.5669 -1.9988 -4.9030 -0.6646 2.6232 -0.2008
H -0.0361 2.0733 -4.7862 0.2117 -2.5433 0.1352
H 2.1278 0.5786 6.5773 -0.0469 -0.0253 -0.1773
H -1.0914 0.4336 2.9276 -0.2388 -1.4956 -2.4609
H 4.8679 -4.3722 6.1738 -0.0467 0.0517 -0.2668
```
Forces are in eV/Å.

Properties
- SMILES: CCN(CC[C@@]1(N)COC(=O)C1)C(C)=O.ClCCCl.ClCCCl.ClCCCl
- Frontier orbital gap: 9.75 eV



C2H10N3 | ωB97M-V/def2-TZVPD

```
15
Properties=species:S:1:pos:R:3:forces:R:3
N -1.0187 0.9944 -0.1740 -0.2379 0.0044 0.0808
N 0.6688 -1.1582 0.8134 0.0608 -0.2422 -0.4031
N 0.7559 2.2091 -0.9620 0.0431 0.1894 -0.1062
C -0.5124 2.0888 -0.6547 -0.4092 -0.1571 0.0783
C -0.1547 -2.3414 0.4593 0.5990 -0.1694 0.2284
H 1.0836 3.0152 -1.4682 0.0691 0.0556 0.1298
H -1.1924 2.9198 -0.8028 0.2309 0.1462 -0.1465
H 1.4203 1.4923 -0.7099 0.0006 -0.0285 -0.1537
H 0.7967 -1.1234 1.8189 0.0358 0.0465 -0.0209
H 1.5949 -1.2967 0.4156 -0.0410 0.0812 0.1492
H -0.4221 0.1671 -0.0143 0.1846 -0.1755 0.5489
H -0.3731 -2.3014 -0.6030 -0.4766 0.0850 -0.0282
H 0.3537 -3.2968 0.6104 0.1133 0.0969 0.1632
H -1.0305 -2.3522 1.0996 -0.3230 0.0538 -0.3128
H -1.9700 0.9835 0.1717 0.1506 0.0137 -0.2072
```
Forces are in eV/Å.

Properties
- Charge: +1
- ΔE to the lowest compared entry with this formula, charge and spin: 8.7 kcal per mole
- Frontier orbital gap: 10.71 eV